Record 1
Computed, not measured: a structure of composition C40H54CsN7O4SSi3 at a distorted geometry, with ωB97M-V/def2-TZVPD.

The geometry in ORCA input format:
```
! RIJCOSX wB97M-V def2-TZVPD def2/J DEFGRID3
* xyz -2 1
Cs 0.144 -1.692 -0.372
C -4.374 -2.049 1.907
C -3.285 -2.167 0.842
O -2.120 -2.476 1.284
C -3.632 -1.861 -0.456
C -2.796 -1.880 -1.641
C -2.984 -0.738 -2.612
N -1.897 -2.748 -1.978
N -1.890 -3.911 -1.216
C -0.730 -4.480 -1.021
O 0.446 -4.060 -1.274
C -0.853 -5.799 -0.284
C 0.300 -6.468 0.110
C 0.225 -7.648 0.840
C -1.008 -8.182 1.182
C -2.169 -7.525 0.781
C -2.093 -6.345 0.056
H -4.497 -1.005 2.207
H -4.071 -2.620 2.785
H -5.339 -2.415 1.552
H -4.608 -1.398 -0.584
H -3.997 -0.769 -3.028
H -2.278 -0.836 -3.437
H -2.851 0.235 -2.131
H 1.249 -6.021 -0.157
H 1.135 -8.145 1.158
H -1.069 -9.093 1.766
H -3.139 -7.930 1.048
H -2.979 -5.802 -0.243
N 5.083 0.660 -1.862
C 4.959 1.292 -3.115
C 5.923 2.184 -3.550
C 5.816 2.782 -4.801
C 4.721 2.510 -5.603
C 3.737 1.638 -5.151
C 3.861 1.005 -3.926
S 2.619 -0.114 -3.370
N 2.886 -0.191 -1.714
C 3.972 0.173 -1.180
C 4.092 0.045 0.308
C 5.024 0.760 1.051
C 5.063 0.575 2.426
C 4.174 -0.305 3.012
C 3.257 -0.950 2.189
N 3.214 -0.778 0.878
H 5.852 0.975 -1.298
H 6.767 2.409 -2.907
H 6.583 3.469 -5.134
H 4.616 2.984 -6.570
H 2.857 1.446 -5.754
H 5.685 1.484 0.593
H 5.774 1.128 3.028
H 4.163 -0.480 4.079
H 2.517 -1.621 2.611
C 1.235 2.076 2.229
O 0.390 1.963 1.119
Si -0.885 3.046 0.848
C -0.240 4.740 1.454
C -2.178 2.589 2.149
C -1.445 3.033 -0.840
Si -0.256 3.397 -2.142
C 1.554 3.153 -1.622
C -0.425 2.351 -3.716
C -0.294 5.196 -2.786
Si -3.202 3.249 -1.161
C -3.901 4.936 -0.597
C -3.670 3.177 -3.002
C -4.368 1.995 -0.343
H 1.623 3.095 2.354
H 2.091 1.411 2.090
H 0.734 1.775 3.158
H 0.019 4.768 2.517
H -1.040 5.467 1.284
H 0.627 5.075 0.877
H -1.701 2.553 3.134
H -2.607 1.605 1.947
H -2.994 3.316 2.199
H 1.720 2.122 -1.312
H 1.835 3.796 -0.784
H 2.211 3.385 -2.472
H -0.407 1.286 -3.475
H 0.408 2.559 -4.398
H -1.357 2.553 -4.247
H -0.047 5.883 -1.971
H -1.288 5.468 -3.152
H 0.423 5.355 -3.600
H -3.390 5.752 -1.119
H -3.730 5.077 0.475
H -4.978 5.026 -0.782
H -3.114 3.895 -3.611
H -4.736 3.406 -3.101
H -3.498 2.181 -3.415
H -4.611 2.280 0.684
H -3.944 0.987 -0.316
H -5.307 1.952 -0.907
N -1.280 -4.609 2.832
C -0.504 -4.570 3.915
O -0.202 -5.560 4.581
C 0.041 -3.222 4.337
C 1.003 -3.214 5.337
C 1.573 -2.011 5.718
C 1.156 -0.855 5.075
N 0.231 -0.838 4.122
C -0.324 -2.001 3.765
H -1.543 -5.529 2.507
H -1.570 -3.802 2.247
H 1.281 -4.161 5.783
H 2.328 -1.964 6.493
H 1.588 0.108 5.336
H -1.084 -1.949 2.984
*
```

Output
Gap between HOMO and LUMO ... 4.73 eV
HOMO level ... -1.5 eV
Energy above the lowest of the compared OMol25 structures with the same formula, charge and spin ... 3.5 kcal per mole
E ... -3527.89319 Ha

Record 2
Computed, not measured: the ion C6H10NO with charge -1 at a distorted geometry, with ωB97M-V/def2-TZVPD.

The geometry in ORCA input format:
```
! RIJCOSX wB97M-V def2-TZVPD def2/J DEFGRID3
* xyz -1 1
C 1.339 -1.603 -0.994
O 1.855 -2.451 -1.849
C -0.004 -0.833 -1.673
C -1.205 -0.454 -0.798
C -0.688 0.334 0.363
C -0.298 1.587 0.342
N 0.441 2.150 1.501
C 0.136 1.887 2.733
H 1.980 -0.799 -0.683
H 1.005 -2.109 -0.122
H -0.265 -1.606 -2.289
H 0.528 -0.088 -2.294
H -2.124 -0.139 -1.357
H -1.441 -1.413 -0.255
H -0.473 -0.329 1.146
H -0.522 2.299 -0.341
H -0.646 1.119 2.982
H 0.384 2.449 3.588
*
```

Output
Gap between HOMO and LUMO ... 5.65 eV
HOMO level ... -2.2 eV
Energy above the lowest of the compared OMol25 structures with the same formula, charge and spin ... 39.7 kcal per mole
E ... -364.49161 Ha
SMILES ... C=N/C=C/CCC[O-]

Record 3
Computed, not measured: a cluster of 2 separate species, C5H12NSe in total at a distorted geometry, with ωB97M-V/def2-TZVPD.

The geometry in ORCA input format:
```
! RIJCOSX wB97M-V def2-TZVPD def2/J DEFGRID3
* xyz 1 1
C 1.388 -0.725 0.755
C 1.977 0.642 0.801
C -0.569 0.316 -0.202
C -1.985 0.790 0.101
C -0.556 -0.540 -2.102
N -0.122 -0.562 0.827
Se 0.763 1.745 -0.292
H 1.776 -1.176 -0.208
H 1.578 -1.412 1.548
H 2.035 1.099 1.749
H 2.999 0.612 0.456
H -1.840 1.411 0.972
H -2.480 -0.076 0.384
H -2.550 1.406 -0.593
H 0.517 -0.694 -1.984
H -0.845 0.409 -2.641
H -1.302 -1.345 -2.137
H -0.431 -1.612 0.764
H -0.352 -0.287 1.802
*
```

Output
Gap between HOMO and LUMO ... 9.08 eV
HOMO level ... -12.5 eV
Energy above the lowest of the compared OMol25 structures with the same formula, charge and spin ... 34.3 kcal per mole
E ... -2653.54697 Ha

Record 4
Computed, not measured: a structure of composition C25H28BrN4O2SSiW at a distorted geometry, with ωB97M-V/def2-TZVPD.

The geometry in ORCA input format:
```
! RIJCOSX wB97M-V def2-TZVPD def2/J DEFGRID3
* xyz 1 1
W -1.135 -0.100 1.074
C -0.905 3.881 2.577
C -0.366 2.500 2.427
O -1.120 1.625 1.833
C 0.865 2.129 2.903
C 1.335 0.808 2.894
C 2.593 0.464 3.614
N 0.659 -0.180 2.297
N 1.182 -1.422 2.506
C 0.519 -2.345 1.890
O -0.448 -1.985 1.062
C 0.816 -3.750 2.154
C 1.918 -4.104 2.938
C 2.165 -5.436 3.208
C 1.316 -6.418 2.714
C 0.216 -6.069 1.945
C -0.034 -4.739 1.660
H -1.853 3.973 2.053
H -0.190 4.599 2.177
H -1.056 4.114 3.632
H 1.451 2.881 3.411
H 3.123 1.362 3.921
H 3.229 -0.153 2.981
H 2.350 -0.139 4.490
H 2.558 -3.329 3.334
H 3.019 -5.718 3.810
H 1.504 -7.460 2.940
H -0.445 -6.840 1.571
H -0.892 -4.445 1.068
C 1.231 4.628 -3.631
Si -0.109 3.309 -3.543
C -1.765 4.116 -3.196
C -0.214 2.301 -5.132
C 0.521 2.052 -2.237
C 1.801 1.552 -2.427
C 2.342 0.575 -1.590
C 1.587 0.134 -0.538
N 0.350 0.609 -0.308
C -0.197 1.524 -1.149
S -1.827 1.907 -0.743
H 0.967 5.365 -4.392
H 2.207 4.219 -3.897
H 1.333 5.154 -2.681
H -1.956 4.867 -3.967
H -1.790 4.618 -2.228
H -2.583 3.396 -3.222
H -0.485 2.944 -5.972
H -0.978 1.525 -5.051
H 0.735 1.819 -5.378
H 2.395 1.929 -3.253
H 3.329 0.167 -1.752
H 1.962 -0.607 0.158
Br -2.215 -0.677 3.316
C -2.756 -1.128 0.194
C -3.729 -2.089 -0.035
C -3.694 -2.783 -1.232
C -2.709 -2.505 -2.178
C -1.763 -1.547 -1.890
N -1.824 -0.915 -0.722
H -4.483 -2.294 0.712
H -4.424 -3.558 -1.424
H -2.661 -3.034 -3.119
H -0.971 -1.274 -2.576
*
```

Output
Gap between HOMO and LUMO (spin up / spin down) ... 5.74 / 5.74 eV
HOMO level (spin up / spin down) ... -10.8 / -10.8 eV
Energy above the lowest of the compared OMol25 structures with the same formula, charge and spin ... 0.0 kcal per mole
E ... -4667.63092 Ha

Record 5
Computed, not measured: the molecule C3H5N3, with ωB97M-V/def2-TZVPD.

The geometry in ORCA input format:
```
! RIJCOSX wB97M-V def2-TZVPD def2/J DEFGRID3
* xyz 0 1
N 1.936 -0.125 -0.672
C 0.644 -0.088 -0.137
N 0.476 0.037 1.170
N -0.864 0.115 1.336
C -1.536 0.015 0.172
C -0.605 -0.155 -0.820
H 2.017 0.385 -1.542
H 2.602 0.242 0.000
H -1.253 -0.044 2.251
H -2.609 0.124 0.105
H -0.847 -0.490 -1.815
*
```

Output
Gap between HOMO and LUMO ... 9.50 eV
HOMO level ... -8.4 eV
Energy above the lowest of the compared OMol25 structures with the same formula, charge and spin ... 13.3 kcal per mole
E ... -281.56884 Ha
SMILES ... Nc1cc[nH]n1

Record 6
Computed, not measured: a cluster of 9 separate species, C30H63N6O12P3 in total at a distorted geometry, with ωB97M-V/def2-TZVPD.

The geometry in ORCA input format:
```
! RIJCOSX wB97M-V def2-TZVPD def2/J DEFGRID3
* xyz 0 1
C -0.383 -0.778 2.598
C 1.042 -1.339 2.661
O 1.410 -1.636 4.011
P 0.854 -2.983 4.743
O -0.321 -3.617 4.109
O 0.770 -2.426 6.250
C -0.317 -1.555 6.520
C 0.293 -0.321 7.108
O 2.153 -3.820 4.931
C 2.077 -5.240 4.772
C 1.335 -5.841 5.895
H -0.414 0.221 3.081
H -0.803 -0.682 1.604
H -1.016 -1.450 3.175
H 1.074 -2.286 2.100
H 1.746 -0.631 2.210
H -0.699 -1.317 5.577
H -1.016 -1.999 7.155
H -0.451 0.378 7.371
H 1.048 -0.546 7.895
H 0.946 0.091 6.360
H 1.550 -5.362 3.813
H 3.169 -5.537 4.665
H 0.346 -5.494 5.985
H 1.370 -6.936 5.793
H 1.849 -5.636 6.772
C 2.129 1.886 0.806
C 1.544 3.218 0.445
O 2.344 4.235 1.173
P 2.037 5.753 0.840
O 2.988 6.682 1.470
O 1.957 5.745 -0.766
C 1.837 7.112 -1.364
C 2.197 6.998 -2.816
O 0.519 5.942 1.235
C 0.021 6.449 2.486
C -1.033 5.566 3.054
H 1.608 1.093 0.296
H 3.172 1.875 0.658
H 1.940 1.653 1.864
H 1.687 3.443 -0.609
H 0.520 3.427 0.657
H 0.839 7.424 -1.187
H 2.465 7.822 -0.954
H 2.152 8.019 -3.211
H 3.196 6.678 -2.953
H 1.569 6.327 -3.412
H 0.869 6.438 3.086
H -0.357 7.439 2.261
H -2.003 5.563 2.471
H -0.672 4.550 3.218
H -1.234 6.047 4.044
C 1.605 0.004 -6.512
C 1.313 -1.227 -5.675
O 0.584 -0.850 -4.452
P 1.271 -0.470 -3.072
O 0.263 -0.186 -2.046
O 2.322 -1.525 -2.710
C 3.249 -1.249 -1.510
C 2.706 -2.006 -0.321
O 2.203 0.827 -3.336
C 1.683 2.206 -3.199
C 2.849 3.225 -3.021
H 2.171 0.802 -6.000
H 2.178 -0.323 -7.345
H 0.735 0.421 -6.911
H 0.750 -1.912 -6.267
H 2.250 -1.696 -5.485
H 4.260 -1.629 -1.894
H 3.375 -0.218 -1.366
H 2.786 -3.076 -0.507
H 3.423 -1.738 0.501
H 1.762 -1.666 0.058
H 1.118 2.479 -4.083
H 0.990 2.232 -2.339
H 3.478 3.008 -2.137
H 3.517 3.342 -3.877
H 2.388 4.175 -2.813
C -2.546 -1.014 -4.891
C -2.344 -0.775 -6.334
N -2.125 -0.501 -7.420
H -3.580 -0.921 -4.530
H -1.881 -0.487 -4.215
H -2.322 -2.115 -4.782
C -5.601 -6.087 -1.591
C -4.982 -6.979 -0.639
N -4.503 -7.625 0.144
H -6.665 -5.946 -1.293
H -5.420 -6.222 -2.647
H -5.134 -5.100 -1.435
C -5.121 3.876 0.407
C -3.839 3.940 -0.354
N -2.840 4.022 -0.900
H -5.337 2.851 0.839
H -5.879 4.023 -0.374
H -4.936 4.654 1.148
C -1.259 -5.886 1.318
C -0.748 -4.587 0.812
N -0.245 -3.726 0.251
H -0.407 -6.575 1.312
H -1.891 -6.236 0.491
H -1.698 -5.741 2.397
C -2.066 1.051 -0.388
C -3.389 0.730 0.124
N -4.424 0.447 0.499
H -1.512 1.577 0.376
H -2.047 1.715 -1.309
H -1.618 0.127 -0.692
C -1.023 -4.211 -3.102
C -2.323 -4.555 -3.654
N -3.369 -4.810 -4.050
H -0.710 -5.063 -2.548
H -0.896 -3.214 -2.603
H -0.444 -4.235 -3.993
*
```

Output
Gap between HOMO and LUMO ... 10.98 eV
HOMO level ... -10.6 eV
E ... -3436.57500 Ha
SMILES ... CCOP(=O)(OCC)OCC.CCOP(=O)(OCC)OCC.CCOP(=O)(OCC)OCC.CC#N.CC#N.CC#N.CC#N.CC#N.CC#N